[1]
{"formula": "Cl2H2N2S2", "method": "ωB97M-V/def2-TZVPD", "elements": ["Cl", "N", "S", "S", "N", "Cl", "H", "H"], "coordinates": [[0.92, -2.38, 0.77], [0.21, -1.64, -0.58], [0.80, -0.32, -1.26], [-0.32, 1.54, -0.18], [-1.32, 0.71, 0.73], [-2.90, 0.42, 0.24], [1.98, -0.26, -0.73], [0.62, 1.93, 1.02]], "molar_mass_g_mol": 165.070, "total_energy_ev": -49721.40117, "smiles": "ClN=[SH]#[SH]=NCl", "charge": 0, "relative_energy_kcal_mol": 90.82, "spin_multiplicity": 1}

=====

[2]
{"formula": "C7H11NO", "method": "ωB97M-V/def2-TZVPD", "elements": ["C", "C", "C", "O", "C", "C", "C", "C", "N", "H", "H", "H", "H", "H", "H", "H", "H", "H", "H", "H"], "coordinates": [[-0.08, -1.81, -2.23], [0.66, -0.54, -1.52], [0.08, 0.57, -0.79], [-0.97, 1.08, -0.07], [-0.49, 1.29, 1.25], [0.89, 1.66, 1.58], [0.69, 0.10, 1.38], [0.44, -0.70, 0.13], [-0.85, -1.27, 0.53], [-0.17, -1.73, -3.39], [-0.06, -2.81, -1.73], [-1.21, -1.70, -2.03], [1.52, -0.15, -2.10], [0.91, 1.20, -0.96], [-1.46, 1.30, 2.00], [1.64, 1.95, 0.89], [1.02, 1.80, 2.65], [0.93, -0.47, 2.27], [-1.01, -2.29, -0.02], [-1.47, -0.31, 0.45]], "molar_mass_g_mol": 125.171, "total_energy_ev": -10965.73185, "smiles": "C[C@H]1[C@H]2O[C@@H]3C[C@@H]3[C@@]21N", "charge": 0, "relative_energy_kcal_mol": 220.10, "spin_multiplicity": 1}

=====

[3]
{"formula": "C31H34BNO2P2PmSi", "method": "ωB97M-V/def2-TZVPD", "elements": ["Pm", "O", "P", "C", "P", "O", "C", "C", "C", "C", "C", "C", "C", "C", "C", "C", "C", "C", "C", "C", "C", "C", "C", "C", "C", "C", "C", "C", "C", "C", "H", "H", "H", "H", "H", "H", "H", "H", "H", "H", "H", "H", "H", "H", "H", "H", "H", "H", "H", "H", "H", "H", "C", "Si", "C", "C", "C", "C", "H", "H", "H", "H", "H", "H", "H", "H", "H", "B", "C", "N", "H", "H", "H"], "coordinates": [[-1.65, 1.30, -2.14], [-0.07, -0.16, -2.46], [-0.19, -1.19, -1.26], [2.92, 0.29, -0.09], [0.79, 1.76, 0.54], [-0.19, 2.17, -0.63], [-0.15, 1.65, 2.02], [-1.55, 1.33, 1.92], [-2.31, 0.99, 3.07], [-1.67, 0.92, 4.31], [-0.33, 1.34, 4.43], [0.46, 1.53, 3.28], [1.95, 3.04, 0.84], [2.87, 2.86, 1.87], [3.35, 3.99, 2.57], [3.04, 5.28, 2.17], [2.12, 5.44, 1.12], [1.66, 4.35, 0.41], [-1.97, -1.36, -1.08], [-2.83, -1.07, -2.16], [-4.21, -0.73, -1.90], [-4.69, -0.81, -0.61], [-3.85, -1.29, 0.44], [-2.50, -1.59, 0.22], [0.28, -2.69, -2.08], [1.61, -2.66, -2.53], [2.03, -3.73, -3.34], [1.16, -4.79, -3.61], [-0.18, -4.81, -3.16], [-0.59, -3.82, -2.29], [3.44, -0.58, 0.28], [3.52, 1.06, -0.57], [-2.02, 1.28, 0.94], [-3.34, 0.68, 2.93], [-2.19, 0.55, 5.20], [0.13, 1.45, 5.44], [1.54, 1.74, 3.41], [3.15, 1.86, 2.18], [4.04, 3.83, 3.39], [3.47, 6.12, 2.67], [1.83, 6.44, 0.83], [0.95, 4.47, -0.43], [-2.54, -1.21, -3.22], [-4.82, -0.44, -2.75], [-5.74, -0.63, -0.37], [-4.26, -1.41, 1.45], [-1.89, -2.04, 1.03], [2.27, -1.86, -2.13], [3.01, -3.66, -3.80], [1.45, -5.50, -4.39], [-0.88, -5.53, -3.55], [-1.57, -3.78, -1.82], [2.92, -2.02, 2.33], [1.20, -2.18, 1.50], [1.12, -3.90, 0.76], [-0.04, -1.98, 2.96], [0.75, -0.97, 0.18], [1.59, 0.24, 0.11], [3.12, -2.82, 3.05], [2.92, -1.11, 2.93], [3.75, -2.09, 1.60], [1.30, -4.67, 1.52], [1.82, -4.08, -0.06], [0.08, -4.05, 0.37], [0.36, -1.46, 3.84], [-0.31, -2.92, 3.36], [-1.02, -1.55, 2.69], [-2.48, 4.54, -5.97], [-2.38, 3.53, -4.81], [-2.28, 2.71, -3.97], [-1.31, 4.72, -6.39], [-3.14, 4.01, -6.91], [-2.87, 5.67, -5.66]], "molar_mass_g_mol": 698.464, "total_energy_ev": -81964.46567, "charge": 1, "spin_multiplicity": 5}

=====

[4]
{"formula": "C2H3NS2", "method": "ωB97M-V/def2-TZVPD", "elements": ["N", "C", "S", "H", "C", "S", "H", "H"], "coordinates": [[0.42, -2.08, 0.48], [-0.30, -1.67, 1.36], [-1.34, -1.50, 2.50], [0.90, -1.47, -0.10], [0.04, 1.66, -1.19], [0.08, 1.70, 0.43], [-0.33, 2.52, -1.86], [0.54, 0.83, -1.64]], "molar_mass_g_mol": 105.187, "total_energy_ev": -25281.44548, "smiles": "N=C=S.C=S", "charge": 0, "relative_energy_kcal_mol": 25.93, "spin_multiplicity": 1}

=====

[5]
{"formula": "C6H12O", "method": "ωB97M-V/def2-TZVPD", "elements": ["O", "C", "C", "C", "C", "C", "C", "H", "H", "H", "H", "H", "H", "H", "H", "H", "H", "H", "H"], "coordinates": [[0.31, -0.70, 1.70], [1.01, -1.67, 0.90], [1.04, -1.40, -0.56], [0.02, -0.58, -1.27], [0.21, 0.98, -1.05], [-0.41, 1.53, 0.15], [-1.88, 1.75, 0.12], [2.01, -1.82, 1.36], [0.50, -2.64, 1.10], [1.41, -2.20, -1.20], [-1.00, -0.91, -1.01], [0.17, -0.72, -2.34], [-0.21, 1.43, -2.00], [1.30, 1.10, -1.10], [0.15, 2.27, 0.70], [0.03, 0.12, 1.18], [-2.40, 0.81, -0.11], [-2.34, 2.18, 1.00], [-2.23, 2.42, -0.71]], "molar_mass_g_mol": 100.161, "total_energy_ev": -8460.64965, "charge": -1, "relative_energy_kcal_mol": 50.45, "spin_multiplicity": 2}

=====

[6]
{"formula": "C34H26AsBaO2S6", "method": "ωB97M-V/def2-TZVPD", "elements": ["Ba", "S", "As", "S", "S", "S", "C", "C", "C", "C", "C", "C", "C", "S", "O", "C", "C", "C", "C", "C", "C", "C", "C", "C", "C", "C", "C", "C", "C", "C", "C", "C", "C", "C", "C", "S", "O", "C", "C", "C", "C", "C", "C", "C", "H", "H", "H", "H", "H", "H", "H", "H", "H", "H", "H", "H", "H", "H", "H", "H", "H", "H", "H", "H", "H", "H", "H", "H", "H", "H"], "coordinates": [[-2.18, 3.67, -2.51], [-3.34, 3.83, 2.46], [-2.95, 3.89, 0.37], [-3.64, 2.03, -0.66], [-0.77, 4.01, -0.07], [-3.87, 5.49, -0.81], [-5.31, -3.08, -3.83], [-4.25, -2.13, -3.36], [-3.88, -1.04, -4.14], [-2.88, -0.17, -3.72], [-2.26, -0.38, -2.51], [-2.62, -1.46, -1.70], [-3.61, -2.32, -2.14], [-1.00, 0.73, -1.93], [-0.89, 1.78, -3.05], [0.39, -0.38, -2.12], [0.45, -1.33, -3.17], [1.45, -2.25, -3.18], [2.41, -2.29, -2.13], [3.43, -3.27, -2.10], [4.34, -3.31, -1.08], [4.27, -2.36, -0.04], [3.30, -1.39, -0.05], [2.35, -1.33, -1.10], [1.31, -0.34, -1.12], [1.37, 0.78, -0.12], [2.38, 1.77, -0.36], [3.19, 1.75, -1.53], [4.14, 2.70, -1.75], [4.35, 3.73, -0.80], [3.58, 3.78, 0.32], [2.58, 2.82, 0.56], [1.75, 2.90, 1.70], [0.75, 2.00, 1.89], [0.58, 0.92, 1.00], [-0.82, -0.17, 1.27], [-0.43, -1.52, 0.74], [-0.75, -0.28, 3.04], [0.13, -1.16, 3.65], [0.13, -1.25, 5.03], [-0.74, -0.48, 5.80], [-0.73, -0.58, 7.30], [-1.62, 0.39, 5.16], [-1.64, 0.49, 3.78], [-6.07, -2.57, -4.42], [-5.80, -3.57, -2.99], [-4.88, -3.87, -4.45], [-4.37, -0.87, -5.09], [-2.59, 0.67, -4.34], [-2.12, -1.62, -0.75], [-3.90, -3.15, -1.51], [-0.30, -1.32, -3.94], [1.52, -2.98, -3.98], [3.47, -4.01, -2.89], [5.11, -4.07, -1.06], [4.98, -2.39, 0.77], [3.25, -0.66, 0.75], [3.03, 0.98, -2.27], [4.74, 2.67, -2.65], [5.10, 4.49, -0.98], [3.71, 4.58, 1.04], [1.87, 3.73, 2.39], [0.06, 2.13, 2.71], [0.78, -1.77, 3.04], [0.81, -1.94, 5.52], [-0.02, -1.33, 7.64], [-1.71, -0.84, 7.69], [-0.45, 0.37, 7.76], [-2.31, 0.99, 5.75], [-2.34, 1.16, 3.27]], "molar_mass_g_mol": 871.232, "total_energy_ev": -166323.66354, "charge": -1, "relative_energy_kcal_mol": 11.81, "spin_multiplicity": 1}

=====

[7]
{"formula": "C7H9ClN2", "method": "ωB97M-V/def2-TZVPD", "elements": ["C", "N", "Cl", "C", "C", "C", "C", "C", "C", "N", "H", "H", "H", "H", "H", "H", "H", "H", "H"], "coordinates": [[2.24, -0.49, -1.38], [1.77, -0.59, -0.01], [2.79, 0.49, 0.80], [0.15, 0.09, 0.11], [0.03, 1.43, -0.17], [-1.28, 1.86, -0.08], [-2.26, 1.04, 0.41], [-2.07, -0.27, 0.80], [-0.84, -0.79, 0.60], [-0.37, -2.11, 0.86], [3.26, -0.81, -1.43], [1.76, -1.22, -2.17], [2.12, 0.44, -1.88], [0.88, 1.95, -0.48], [-1.46, 2.99, -0.24], [-3.32, 1.43, 0.48], [-3.01, -0.77, 1.04], [-0.97, -2.54, 1.53], [0.59, -2.15, 1.20]], "molar_mass_g_mol": 156.616, "total_energy_ev": -22904.94046, "smiles": "CN(Cl)c1ccccc1N", "charge": 0, "relative_energy_kcal_mol": 64.06, "spin_multiplicity": 1}

=====

[8]
{"formula": "C5H10BFGdO", "method": "ωB97M-V/def2-TZVPD", "elements": ["C", "C", "B", "F", "C", "C", "C", "O", "H", "H", "H", "H", "H", "H", "H", "H", "H", "H", "Gd"], "coordinates": [[2.37, -0.89, 0.40], [1.19, -0.29, -0.52], [0.43, 0.95, 0.20], [1.23, 1.80, 1.00], [-1.11, 1.34, 0.08], [-2.02, 0.14, 0.60], [-2.16, -1.08, -0.41], [-3.26, -0.02, -0.08], [2.69, -0.21, 1.21], [3.24, -1.13, -0.24], [2.04, -1.84, 0.83], [0.55, -1.13, -0.80], [1.70, 0.04, -1.51], [-1.35, 2.13, 0.81], [-1.46, 1.54, -0.94], [-1.97, -0.12, 1.67], [-2.31, -0.91, -1.48], [-2.69, -1.86, 0.17], [2.89, 1.55, -1.00]], "molar_mass_g_mol": 273.194, "total_energy_ev": -31586.70798, "charge": 3, "spin_multiplicity": 8}